Formula: C3H6ClNO
Source: the OMol25 dataset
Level of theory: ωB97M-V/def2-TZVPD

Properties
relative energy (zero: lowest compared OMol25 entry of this formula, charge and spin): 20.77 kJ/mol
E: -19268.551 eV
SMILES: NC(=O)CCCl
M: 107.54 g/mol

Each line ends with the natural charge from an NBO analysis.
Cartesian coordinates (Å):
C (1.24002, -0.19239, 0.16144)  0.681
C (0.21235, 0.63761, -0.64134)  -0.528
C (-1.29436, 0.61984, -0.17938)  -0.360
H (-0.35885, -1.38420, 0.90039)  0.402
H (1.25589, -1.74309, 1.38880)  0.398
H (0.46457, 0.42604, -1.65396)  0.250
H (0.55898, 1.69543, -0.44950)  0.239
H (-1.87881, 1.44639, -0.47146)  0.226
H (-1.18483, 0.57394, 0.93524)  0.220
N (0.63971, -1.19830, 0.86824)  -0.831
O (2.45735, -0.08571, 0.12303)  -0.610
Cl (-2.11203, -0.79556, -0.98150)  -0.087